An isolated molecule of CH2O4S in a non-equilibrium geometry. Source: OMol25; level of theory: the ωB97M-V functional and the def2-TZVPD basis.

Geometry (Å):
O: 1.93 0.61 -0.14
O: 0.59 0.48 0.29
H: -2.52 0.20 0.72
O: 0.62 -1.74 0.21
C: 0.15 -0.74 -0.09
H: 2.23 1.36 0.40
O: -0.98 -0.74 -0.89
S: -2.01 0.57 -0.49

E_HOMO in Eh: -0.3638
HOMO-LUMO gap in hartree: 0.3722
E_tot in eV: -20090.3947
E_LUMO in eV: 0.2
SMILES: O=C(OO)OS
Energy above the lowest of the compared OMol25 structures with the same formula, charge and spin in kcal per mole: 88.7
M in Da: 110.1